Below is C2H6BrNOS as an isolated structure, with properties calculated with ωB97M-V/def2-TZVPD.

```
12
Properties=species:S:1:pos:R:3:lowdin_spin:R:1
C -0.4988 0.1798 1.4002 0.01
C 0.1309 0.0327 -1.3419 0.05
N -2.5752 -0.6290 -0.6672 1.04
O -1.5014 1.8958 -0.2766 0.02
S -1.1815 0.5071 -0.2796 0.12
Br -3.9025 -0.1577 0.6076 0.74
H -1.2613 0.3726 2.0606 0.00
H -0.1887 -0.9146 1.4905 0.00
H 0.2661 0.7978 1.6146 0.00
H -0.2512 -0.0205 -2.5000 0.00
H 0.9408 0.7581 -1.2305 0.01
H 0.3794 -0.9683 -1.0052 0.00
```

As for the multiplicity: 3. As for the largest force on an atom: 5.17 eV/A. Its energy is -86579.9279 eV. The value obtained for the lowest unoccupied orbital energy (spin up / spin down) is 0.44 / -1.38 eV. The expectation value of S² is 2.0108. The value obtained for the HOMO-LUMO gap (spin up / spin down) is 5.834 / 7.932 eV.